Entry from the Open Molecules 2025 dataset: the ion C4H7N2 with charge +1 in a non-equilibrium geometry (ωB97M-V/def2-TZVPD).

Geometry as XYZ:
```
13
Properties=species:S:1:pos:R:3:forces:R:3
C -0.801539 0.852031 -1.845399 0.2636 0.6944 -0.0724
C -0.208794 0.293773 -0.604044 -0.3646 0.6640 0.9905
C 0.673711 0.870368 0.256619 0.5056 -0.7453 0.3104
N 0.834778 -0.006922 1.333048 1.0762 -0.2791 -0.5888
C 0.215750 -1.142019 1.075607 -1.3444 0.2449 -0.4539
N -0.562264 -0.915132 0.001314 0.6659 0.4254 -0.3654
H -0.805665 1.947336 -1.820098 -0.0831 -0.1618 0.4585
H -0.142378 0.675529 -2.703297 -0.5764 -0.6722 -0.0568
H -1.845823 0.552292 -1.935308 0.2353 -0.2571 -0.5144
H 1.455836 1.603686 0.136835 -0.6619 0.5989 -0.0196
H 1.415787 0.216708 2.130895 0.2441 -0.4537 -0.1600
H 0.341487 -2.163416 1.404670 -0.1539 0.3991 1.1063
H -1.434358 -1.406314 -0.121753 0.1938 -0.4576 -0.6344
```
Positions in Å, forces in eV/Å.

Results
spin multiplicity = 1
net charge = +1
SMILES string = Cc1c[nH]c[nH+]1
gap between HOMO and LUMO = 0.384 Eh
total energy = -265.87847 Ha
energy above the lowest of the compared OMol25 structures with the same formula, charge and spin = 78.8 kJ/mol
E_HOMO = -14.3045 eV

Entry from the Open Molecules 2025 dataset: a cluster of 2 separate species, C4H7N2 in total in a non-equilibrium geometry (ωB97M-V/def2-TZVPD).

Geometry as XYZ:
```
13
Properties=species:S:1:pos:R:3:forces:R:3
C 2.009649 0.098981 0.068144 1.6726 -1.4215 1.1566
C 0.897816 0.594955 -0.220512 1.8820 -0.2745 -0.0895
C 3.126228 -0.515462 0.433869 0.2690 0.0188 -1.0116
C -1.989263 -0.285826 -0.627551 0.1093 1.5333 -0.2429
N -0.159397 0.920951 -0.704563 -3.4435 1.1578 -0.4770
N -2.166115 -0.222316 0.655085 -0.7825 1.4127 -1.3079
H 4.014659 0.072151 0.688398 -0.3930 -0.1613 0.3505
H 3.318408 -1.608855 0.285702 -0.5257 1.0477 0.1926
H -2.335107 0.550510 -1.271595 0.1433 -0.9389 0.6589
H -1.733418 -1.212035 -1.082571 0.1924 -0.5942 -0.3023
H -0.546652 1.872651 -0.547758 0.8553 -0.4765 -0.3931
H -2.091580 -0.952051 1.293627 0.4700 -1.5870 0.9602
H -2.345229 0.686340 1.029727 -0.4493 0.2837 0.5056
```
Positions in Å, forces in eV/Å.

Results
spin multiplicity = 1
net charge = +1
gap between HOMO and LUMO = 0.316 Eh
total energy = -265.74134 Ha
energy above the lowest of the compared OMol25 structures with the same formula, charge and spin = 438.8 kJ/mol
E_HOMO = -13.1158 eV

Entry from the Open Molecules 2025 dataset: a structure of composition C4H7N2 in a non-equilibrium geometry (ωB97M-V/def2-TZVPD).

Geometry as XYZ:
```
13
Properties=species:S:1:pos:R:3:forces:R:3
C -0.327792 -0.129482 -0.751989 0.3204 -0.0200 0.5615
C 0.489911 -0.718638 2.450930 -3.8717 -1.0418 -6.5843
C 0.704674 0.577615 0.056764 3.1965 -2.2121 0.0979
C -0.899900 0.225681 -2.020128 0.8477 2.7598 -1.4679
N -0.589114 -1.014833 0.157109 -1.0884 -0.7912 0.4903
N 0.292170 -0.420816 1.068619 1.5864 -0.6168 6.8779
H -0.279979 -1.476020 2.773297 1.0513 0.6116 -0.4910
H 1.138396 -0.382678 3.227067 0.8940 1.1407 -0.4242
H 1.817432 0.452550 -0.086954 -1.1367 -0.3283 -0.7761
H 0.667931 1.553206 0.334291 -1.0339 2.9943 0.8878
H -1.148069 1.350806 -1.920247 0.3327 -1.5389 -0.1904
H -1.744531 -0.225905 -2.471055 -0.9019 -1.0228 0.4145
H -0.121128 0.208513 -2.817705 -0.1965 0.0656 0.6040
```
Positions in Å, forces in eV/Å.

Results
spin multiplicity = 1
net charge = +1
gap between HOMO and LUMO (spin up / spin down) = 0.353 / 0.353 Eh
total energy = -265.72920 Ha
energy above the lowest of the compared OMol25 structures with the same formula, charge and spin = 470.7 kJ/mol
E_HOMO (spin up / spin down) = -15.4848 / -15.4846 eV

Entry from the Open Molecules 2025 dataset: a cluster of 2 separate species, C4H7N2 in total in a non-equilibrium geometry (ωB97M-V/def2-TZVPD).

Geometry as XYZ:
```
13
Properties=species:S:1:pos:R:3:forces:R:3
C 2.462886 0.373684 -0.121714 -3.2096 -0.0595 -3.6870
C 2.985921 0.197684 0.992657 1.3134 -0.4888 2.3084
C 1.300104 0.657491 -0.818690 3.4673 0.0536 3.2168
C 0.095731 -0.021374 -0.578808 -2.6974 0.8521 1.6743
N -0.786440 0.956609 0.957059 1.4812 -0.4264 -3.7212
N 0.247667 -1.347556 0.026051 -0.2688 -0.6110 -1.6336
H 1.202680 1.648692 -1.075422 -0.2511 2.0931 -1.6635
H -0.681471 0.067379 -1.321527 -0.1952 -0.1852 -0.0542
H -1.364199 1.593910 0.342369 0.3143 -0.7905 0.8808
H -0.036649 1.612057 1.260705 -0.2092 -0.6124 -0.0555
H -0.434121 -1.260340 0.757353 -0.3158 -0.6122 1.2740
H 1.249194 -1.292683 0.387329 -0.7204 -0.9578 0.0057
H -0.062836 -2.175053 -0.623473 1.2915 1.7448 1.4550
```
Positions in Å, forces in eV/Å.

Results
spin multiplicity = 1
net charge = +1
gap between HOMO and LUMO (spin up / spin down) = 0.281 / 0.281 Eh
total energy = -265.59048 Ha
energy above the lowest of the compared OMol25 structures with the same formula, charge and spin = 834.9 kJ/mol
E_HOMO (spin up / spin down) = -14.6507 / -14.6576 eV

Entry from the Open Molecules 2025 dataset: a cluster of 2 separate species, C4H7N2 in total in a non-equilibrium geometry (ωB97M-V/def2-TZVPD).

Geometry as XYZ:
```
13
Properties=species:S:1:pos:R:3:forces:R:3
C 2.870744 -0.620688 0.456001 -3.3405 -1.5325 1.1805
C 1.887637 -0.972448 1.105244 2.5675 1.2685 -1.1696
C 0.712472 -1.301650 1.919132 2.6743 -2.4368 -0.1925
C -1.218168 -0.542128 0.568284 -0.4445 -0.7250 1.5085
N -1.765139 1.895985 -2.478997 0.8486 0.5023 1.9247
N -0.407846 -0.832336 1.327099 -3.7757 1.5317 -4.0023
H 3.488602 -0.589333 -0.406271 0.6982 0.3746 0.1003
H 0.596464 -2.433913 1.891343 0.1582 1.2259 0.7801
H 0.706392 -0.831187 2.858910 0.5649 -0.0420 1.7737
H -2.198080 -0.456572 0.071859 0.8481 0.3628 -0.0931
H -1.600347 2.387548 -3.345711 0.1824 -0.1532 -0.3229
H -0.785192 1.670301 -2.066873 -2.3330 1.0494 -0.8116
H -2.287538 2.626422 -1.900020 1.3516 -1.4255 -0.6759
```
Positions in Å, forces in eV/Å.

Results
spin multiplicity = 1
net charge = +1
gap between HOMO and LUMO = 0.294 Eh
total energy = -265.69555 Ha
energy above the lowest of the compared OMol25 structures with the same formula, charge and spin = 559.1 kJ/mol
E_HOMO = -13.3176 eV

Entry from the Open Molecules 2025 dataset: a structure of composition C4H7N2 in a non-equilibrium geometry (ωB97M-V/def2-TZVPD).

Geometry as XYZ:
```
13
Properties=species:S:1:pos:R:3:forces:R:3
C -0.490267 -1.356425 0.207312 -0.6158 0.8739 1.5725
C 0.788041 -0.940215 -0.349357 1.6776 1.5288 0.5965
C 0.341794 0.759228 -0.546124 1.9091 3.5925 -1.0873
C -0.965787 -0.097595 -0.576499 -1.4194 -1.7335 -0.1483
N 1.510129 0.218204 0.178138 -1.7068 0.1820 -0.9628
N -0.870596 1.104849 0.292946 1.4646 -0.1748 0.1684
H -0.821288 -2.215248 -0.274286 -0.8837 -1.5435 -0.4894
H -0.743572 -1.331543 1.326139 0.9069 -0.1439 -1.6655
H 1.260931 -1.280036 -1.344850 -1.2341 0.3487 1.6808
H 0.530810 1.518847 -1.346876 -0.0402 -1.0812 0.6517
H 1.538814 0.510773 1.163655 -0.1239 -1.0248 -0.2854
H -0.654934 1.199708 1.277495 -0.1593 -0.5277 0.5410
H -1.424080 1.909452 -0.007687 0.2251 -0.2966 -0.5721
```
Positions in Å, forces in eV/Å.

Results
spin multiplicity = 1
net charge = +1
gap between HOMO and LUMO = 0.352 Eh
total energy = -265.65234 Ha
energy above the lowest of the compared OMol25 structures with the same formula, charge and spin = 672.5 kJ/mol
E_HOMO = -13.8801 eV

Entry from the Open Molecules 2025 dataset: the ion C4H7N2 with charge +1 in a non-equilibrium geometry (ωB97M-V/def2-TZVPD).

Geometry as XYZ:
```
13
Properties=species:S:1:pos:R:3:forces:R:3
C 0.304019 -0.011053 -0.027030 -3.7163 -0.1571 0.3914
C 1.525303 0.004643 0.008491 -4.1221 -0.0413 -0.2077
C -1.413155 0.018598 0.051281 3.9137 0.1475 -0.7692
C 2.937617 -0.065095 0.012317 -2.3522 1.6693 -0.7327
N -1.944283 1.239327 0.087581 1.1229 -2.4970 0.1129
N -2.137872 -1.100011 -0.033602 0.4837 1.4976 0.5533
H 3.315949 0.872827 -0.157607 1.1402 2.2985 -0.8441
H 3.203151 -0.734355 -0.683730 1.5242 -2.4986 -2.4383
H 3.203379 -0.287097 0.938593 1.5995 -1.5385 4.1121
H -1.277266 1.973776 -0.041995 -0.2373 0.7349 0.0997
H -2.920330 1.280370 -0.117312 -0.5208 0.7858 -0.0128
H -1.688496 -1.938176 -0.261963 1.1021 -1.2448 -0.1655
H -3.108011 -1.253750 0.224976 0.0624 0.8435 -0.0991
```
Positions in Å, forces in eV/Å.

Results
spin multiplicity = 1
net charge = +1
SMILES string = CC#CC(N)=[NH2+]
gap between HOMO and LUMO = 0.378 Eh
total energy = -265.78155 Ha
energy above the lowest of the compared OMol25 structures with the same formula, charge and spin = 333.2 kJ/mol
E_HOMO = -14.5577 eV

Entry from the Open Molecules 2025 dataset: the ion C4H7N2 with charge +1 in a non-equilibrium geometry (ωB97M-V/def2-TZVPD).

Geometry as XYZ:
```
13
Properties=species:S:1:pos:R:3:forces:R:3
C 1.064911 -1.132737 0.081847 -0.6773 -0.7178 -0.3674
C -2.310689 -0.184595 -0.516344 1.2867 -0.1793 1.5542
C 0.413813 1.177848 0.336326 -2.0890 2.4571 -0.3305
C -1.152479 -0.738458 0.201987 -3.5140 -1.9533 -0.9247
N -2.262789 0.074672 0.721429 -0.7257 0.4338 -1.1039
N 0.130929 -0.220588 0.126140 4.8813 -2.3477 0.6788
H 0.742650 -2.214637 -0.069774 0.4268 1.6336 0.3496
H 2.146676 -0.963906 0.178839 -0.6808 0.5362 -0.1725
H 0.319423 1.685669 -0.687319 0.0314 -0.4904 1.5502
H -2.822228 -0.167414 -1.461257 -0.4099 0.3852 0.0533
H -0.479947 1.470849 0.996491 1.5419 0.3071 -0.9805
H 1.365857 1.504567 0.810517 -0.5663 -1.0880 -0.3637
H -1.210340 -1.828433 0.421065 0.4949 1.0235 0.0571
```
Positions in Å, forces in eV/Å.

Results
spin multiplicity = 1
net charge = +1
SMILES string = C=[N+](C)[C@@H]1C=N1
gap between HOMO and LUMO = 0.350 Eh
total energy = -265.74698 Ha
energy above the lowest of the compared OMol25 structures with the same formula, charge and spin = 424.0 kJ/mol
E_HOMO = -14.8872 eV

Repeat the second record exactly.
Entry from the Open Molecules 2025 dataset: a cluster of 2 separate species, C4H7N2 in total in a non-equilibrium geometry (ωB97M-V/def2-TZVPD).

Geometry as XYZ:
```
13
Properties=species:S:1:pos:R:3:forces:R:3
C 2.009649 0.098981 0.068144 1.6726 -1.4215 1.1566
C 0.897816 0.594955 -0.220512 1.8820 -0.2745 -0.0895
C 3.126228 -0.515462 0.433869 0.2690 0.0188 -1.0116
C -1.989263 -0.285826 -0.627551 0.1093 1.5333 -0.2429
N -0.159397 0.920951 -0.704563 -3.4435 1.1578 -0.4770
N -2.166115 -0.222316 0.655085 -0.7825 1.4127 -1.3079
H 4.014659 0.072151 0.688398 -0.3930 -0.1613 0.3505
H 3.318408 -1.608855 0.285702 -0.5257 1.0477 0.1926
H -2.335107 0.550510 -1.271595 0.1433 -0.9389 0.6589
H -1.733418 -1.212035 -1.082571 0.1924 -0.5942 -0.3023
H -0.546652 1.872651 -0.547758 0.8553 -0.4765 -0.3931
H -2.091580 -0.952051 1.293627 0.4700 -1.5870 0.9602
H -2.345229 0.686340 1.029727 -0.4493 0.2837 0.5056
```
Positions in Å, forces in eV/Å.

Results
spin multiplicity = 1
net charge = +1
gap between HOMO and LUMO = 0.316 Eh
total energy = -265.74134 Ha
energy above the lowest of the compared OMol25 structures with the same formula, charge and spin = 438.8 kJ/mol
E_HOMO = -13.1158 eV